No. 1
11
Properties=species:S:1:pos:R:3 method="wB97M-V/def2-TZVPD" charge=-1 spin_multiplicity=1 e_homo_ha=-0.16826 max_force_ev_per_a=2.27 orbital_gap_ev=8.99 e_above_lowest_kj_mol=31.8
N -0.509 0.197 0.896
C 0.546 1.037 0.866
N 0.559 2.197 1.439
H -1.222 0.560 1.503
H -0.671 -0.437 0.081
H 1.463 0.699 0.391
H 1.432 2.659 1.208
O -1.501 -1.552 -1.016
C -0.392 -1.695 -1.645
O 0.532 -0.898 -1.805
H -0.236 -2.767 -1.918

No. 2
20
Properties=species:S:1:pos:R:3 method="wB97M-V/def2-TZVPD" spin_multiplicity=1 e_homo_ha=-0.32171 max_force_ev_per_a=9.70 orbital_gap_ev=9.26 e_above_lowest_kj_mol=968.1
C -2.706 -0.242 -0.086
C 0.495 -0.282 0.974
C 1.221 1.000 0.714
C 1.705 0.805 -0.764
C 0.764 -0.438 -1.080
C 1.397 -1.205 -0.019
H -4.517 -0.661 0.370
H -2.277 -1.443 0.824
H -1.307 1.584 -0.288
H -0.051 -1.009 1.851
H 0.565 2.016 0.900
H 2.028 1.413 1.360
H 1.373 1.828 -1.175
H 2.798 0.591 -0.928
H 0.702 -0.948 -2.101
H 1.035 -2.201 0.226
H 2.677 -1.060 0.072
N -4.020 0.356 -0.216
N -1.450 0.477 -0.372
N -0.431 -0.580 -0.262

No. 3
15
Properties=species:S:1:pos:R:3 method="wB97M-V/def2-TZVPD" spin_multiplicity=1 smiles="C=CN.CC=O" e_homo_ha=-0.30740 max_force_ev_per_a=5.48 orbital_gap_ev=8.75 e_above_lowest_kj_mol=331.8
C 3.198 -0.316 -1.312
C 2.273 -1.076 -0.605
N 1.179 -1.808 -1.085
H 3.139 -0.218 -2.476
H 4.197 -0.100 -0.775
H 2.552 -1.159 0.532
H 1.419 -2.567 -1.754
H 0.567 -2.112 -0.333
C -2.384 1.926 0.953
C -3.069 0.584 1.224
O -2.569 -0.540 0.854
H -3.047 2.733 1.288
H -1.335 1.907 1.476
H -2.391 2.146 -0.153
H -3.728 0.599 2.166

No. 4
62
Properties=species:S:1:pos:R:3 method="wB97M-V/def2-TZVPD" spin_multiplicity=1 smiles="CCN(CC)S(=O)(=O)c1ccc(C)c(NS(=O)(=O)c2cc(/C=C/C(=O)O)cc(OC)c2OC)c1" e_homo_ha=-0.31181 max_force_ev_per_a=1.25 orbital_gap_ev=8.16
C 3.412 -3.088 2.145
C 2.051 -2.801 2.773
N 1.198 -2.018 1.901
C 0.054 -2.642 1.277
C 0.426 -3.504 0.076
S 1.105 -0.381 2.144
O -0.275 0.019 2.290
O 2.008 -0.018 3.197
C 1.685 0.328 0.605
C 2.496 -0.363 -0.270
C 2.908 0.262 -1.436
C 2.491 1.546 -1.766
C 2.955 2.210 -3.018
C 1.633 2.214 -0.882
N 1.101 3.467 -1.247
S -0.302 3.328 -2.191
O 0.041 2.681 -3.422
O -0.883 4.629 -2.263
C -1.292 2.173 -1.237
C -1.436 0.894 -1.719
C -2.079 -0.064 -0.938
C -2.223 -1.441 -1.349
C -1.864 -1.973 -2.527
C -2.039 -3.405 -2.774
O -2.380 -4.227 -1.955
O -1.757 -3.738 -4.044
C -2.566 0.326 0.316
C -2.417 1.611 0.813
O -2.865 2.002 2.032
C -3.220 1.003 2.969
C -1.739 2.567 0.020
O -1.384 3.821 0.380
C -2.031 4.499 1.444
C 1.269 1.610 0.317
H 3.945 -2.155 1.979
H 4.000 -3.706 2.819
H 3.303 -3.611 1.199
H 1.540 -3.736 3.017
H 2.200 -2.231 3.693
H -0.597 -1.826 0.961
H -0.490 -3.250 2.012
H 0.924 -2.906 -0.683
H -0.476 -3.931 -0.355
H 1.083 -4.317 0.376
H 2.806 -1.367 -0.034
H 3.568 -0.261 -2.113
H 2.133 2.258 -3.730
H 3.251 3.234 -2.805
H 3.786 1.669 -3.460
H 0.844 4.037 -0.451
H -1.027 0.675 -2.690
H -2.663 -2.114 -0.622
H -1.446 -1.403 -3.340
H -1.883 -4.691 -4.175
H -3.051 -0.418 0.926
H -4.140 0.489 2.677
H -3.388 1.536 3.903
H -2.400 0.291 3.088
H -1.712 4.114 2.414
H -1.725 5.540 1.337
H -3.115 4.427 1.361
H 0.649 2.124 1.034

No. 5
18
Properties=species:S:1:pos:R:3 method="wB97M-V/def2-TZVPD" spin_multiplicity=3 e_homo_ha="-0.34506 / -0.33732" max_force_ev_per_a=3.85 orbital_gap_ev="9.24 / 4.90"
Cu -0.861 0.439 0.188
Cl -2.345 -0.085 2.182
Cl -1.590 2.537 -1.016
O 2.225 2.325 2.668
C 1.042 1.947 2.240
O 0.025 2.221 2.802
O 0.931 1.192 1.224
H 2.822 1.927 2.032
N 0.350 -1.791 -0.374
C -0.962 -1.930 -0.726
C -1.318 -1.118 -1.749
C -0.151 -0.376 -2.041
C 0.854 -0.832 -1.202
H 0.830 -2.469 0.200
H -1.564 -2.645 -0.185
H -2.258 -1.100 -2.280
H 0.067 0.346 -2.814
H 1.904 -0.586 -1.149

No. 6
91
Properties=species:S:1:pos:R:3 method="wB97M-V/def2-TZVPD" charge=+2 spin_multiplicity=1 e_homo_ha=-0.47940 max_force_ev_per_a=0.73 orbital_gap_ev=6.61 e_above_lowest_kj_mol=0.0
Ir -0.227 -0.321 0.683
Cl 3.320 1.929 6.522
C 2.281 1.730 5.177
C 2.459 0.654 4.316
Cl 3.707 -0.494 4.555
C 1.600 0.522 3.233
Cl 1.829 -0.789 2.088
C 0.569 1.408 2.959
O -0.237 1.266 1.929
C 0.407 2.488 3.836
Cl -0.860 3.602 3.497
C 1.249 2.648 4.929
Cl 1.024 3.974 5.981
O -3.589 -3.335 -4.747
N -3.366 -2.152 -4.902
O -3.534 -1.518 -5.914
C -2.858 -1.414 -3.726
C -3.254 -0.134 -3.598
C -2.854 0.639 -2.460
C -3.256 1.964 -2.225
C -2.818 2.595 -1.086
C -1.980 1.929 -0.191
N -1.581 0.682 -0.414
C -2.014 0.040 -1.527
C -1.547 -1.298 -1.707
N -0.675 -1.752 -0.768
C -0.221 -2.993 -0.877
C -0.600 -3.830 -1.925
C -1.473 -3.382 -2.886
C -1.980 -2.072 -2.789
H -3.888 0.308 -4.356
H -3.901 2.469 -2.932
H -3.110 3.610 -0.859
H -1.629 2.388 0.725
H 0.475 -3.322 -0.119
H -0.194 -4.831 -1.972
H -1.773 -4.026 -3.699
C -3.209 -0.672 4.797
C -2.201 -0.124 3.791
As -1.692 -1.386 2.400
C -0.782 -2.773 3.430
C -0.001 -3.823 2.652
C -3.406 -2.162 1.899
C -3.401 -3.187 0.772
H -3.332 0.042 5.611
H -2.884 -1.614 5.240
H -4.191 -0.825 4.351
H -1.275 0.163 4.291
H -2.579 0.767 3.288
H -1.565 -3.248 4.024
H -0.130 -2.238 4.125
H -0.654 -4.427 2.020
H 0.498 -4.501 3.343
H 0.773 -3.374 2.029
H -4.057 -1.319 1.658
H -3.783 -2.605 2.822
H -3.112 -2.742 -0.180
H -4.402 -3.598 0.646
H -2.733 -4.024 0.981
C -0.369 2.066 -4.968
C -0.019 0.734 -4.776
C 0.525 0.332 -3.566
C 0.721 1.260 -2.545
C 0.384 2.593 -2.742
C -0.162 2.992 -3.957
As 1.467 0.659 -0.862
C 2.379 2.172 -0.130
C 1.857 3.236 0.589
C 2.722 4.217 1.056
C 4.086 4.114 0.812
C 4.606 3.040 0.104
C 3.753 2.053 -0.373
C 4.166 0.832 -1.102
C 5.454 0.544 -1.536
C 5.710 -0.637 -2.217
C 4.694 -1.550 -2.471
C 3.399 -1.279 -2.049
C 3.152 -0.093 -1.380
H -0.782 2.383 -5.916
H -0.155 0.017 -5.576
H 0.823 -0.704 -3.435
H 0.561 3.327 -1.964
H -0.406 4.034 -4.117
H 0.794 3.309 0.784
H 2.334 5.059 1.613
H 4.755 4.877 1.187
H 5.673 2.976 -0.064
H 6.262 1.239 -1.349
H 6.716 -0.851 -2.552
H 4.910 -2.468 -3.000
H 2.607 -1.994 -2.241

No. 7
18
Properties=species:S:1:pos:R:3 method="wB97M-V/def2-TZVPD" spin_multiplicity=1 smiles="CCC(=O)NC.O" e_homo_ha=-0.34874 max_force_ev_per_a=1.59 orbital_gap_ev=10.15 e_above_lowest_kj_mol=91.4
C 0.278 -1.621 0.820
C 0.651 -0.560 -0.187
C -0.469 0.214 -0.870
O -0.591 1.423 -0.802
N -1.205 -0.489 -1.786
C -1.817 0.220 -2.939
H -0.729 -2.042 0.727
H 0.291 -1.199 1.827
H 0.965 -2.460 0.870
H 1.246 0.274 0.207
H 1.282 -0.884 -1.018
H -1.458 -1.456 -1.736
H -2.866 -0.063 -2.967
H -1.752 1.278 -2.716
H -1.230 0.021 -3.831
O 2.746 1.031 4.635
H 1.928 1.166 5.117
H 2.703 0.157 4.234

No. 8
20
Properties=species:S:1:pos:R:3 method="wB97M-V/def2-TZVPD" charge=-1 spin_multiplicity=2 e_homo_ha="0.02980 / -0.19459" max_force_ev_per_a=3.10 orbital_gap_ev="2.87 / 8.82" e_above_lowest_kj_mol=155.0
C -1.634 0.551 1.720
C 0.105 -1.076 1.489
N -0.322 0.117 1.320
N -0.578 -2.164 2.143
N 1.420 -1.339 1.281
H 0.704 1.050 -0.250
H -1.685 1.556 2.087
H -2.138 -0.143 2.387
H -1.259 -2.615 1.561
H -0.378 -2.569 3.040
H 2.155 -0.672 1.131
H 1.736 -2.295 1.351
H -2.175 0.513 0.756
C -1.047 0.684 -1.858
C 0.437 1.075 -2.209
O 1.179 1.293 -1.081
O 0.849 1.296 -3.303
H -0.939 -0.193 -1.201
H -1.435 0.100 -2.700
H -1.546 1.536 -1.403

No. 9
12
Properties=species:S:1:pos:R:3 method="wB97M-V/def2-TZVPD" spin_multiplicity=1 e_homo_ha=-0.28863 max_force_ev_per_a=4.24 orbital_gap_ev=8.63 e_above_lowest_kj_mol=423.0
C 0.106 -1.179 -0.693
N -0.637 1.278 -0.610
C 0.268 0.212 -0.198
C -0.743 0.846 0.761
C 1.208 0.646 0.800
N 0.343 1.075 1.653
H -1.423 0.919 -1.148
H -1.636 0.339 1.103
H 2.294 0.508 0.821
H -0.068 -1.187 -1.775
H -0.729 -1.698 -0.211
H 1.015 -1.759 -0.504

No. 10
17
Properties=species:S:1:pos:R:3 method="wB97M-V/def2-TZVPD" spin_multiplicity=1 smiles=C1[C@@H]2C[C@@H]3[C@H]1C[C@H]23 e_homo_ha=-0.30963 max_force_ev_per_a=3.32 orbital_gap_ev=9.59 e_above_lowest_kj_mol=362.9
C 0.034 0.927 -1.097
C -0.878 -0.255 -0.815
C -1.491 0.250 0.720
C -0.086 -0.095 1.077
C 0.918 0.684 0.157
C 1.537 -0.685 -0.183
C 0.090 -1.187 -0.011
H 0.645 0.896 -2.014
H -0.540 1.852 -1.104
H -1.943 -0.300 -0.841
H -1.882 1.276 0.803
H -2.241 -0.449 1.146
H 0.212 -0.267 2.104
H 1.506 1.515 0.547
H 2.079 -0.795 -1.129
H 2.152 -1.063 0.644
H -0.154 -2.242 0.110

No. 11
42
Properties=species:S:1:pos:R:3 method="wB97M-V/def2-TZVPD" charge=+2 spin_multiplicity=1 e_homo_ha=-0.56866 max_force_ev_per_a=1.48 orbital_gap_ev=10.56
Ba 0.714 0.338 1.244
C -2.172 2.455 0.442
O -0.967 2.171 0.471
N -2.985 1.965 -0.526
N -2.793 3.151 1.433
H -2.506 1.430 -1.225
H -3.962 2.175 -0.626
H -3.768 3.363 1.326
H -2.218 3.335 2.231
C 2.210 1.698 -2.222
O 1.900 1.279 -1.103
N 3.376 2.318 -2.481
N 1.331 1.646 -3.263
H 4.039 2.436 -1.738
H 3.602 2.534 -3.435
H 1.551 2.003 -4.176
H 0.466 1.165 -3.116
C 1.587 -2.398 -1.575
O 0.921 -1.874 -0.676
N 1.505 -1.992 -2.862
N 2.465 -3.411 -1.333
H 1.945 -2.431 -3.652
H 0.873 -1.248 -3.084
H 2.737 -3.957 -2.134
H 2.385 -3.882 -0.450
C -2.368 -1.924 0.893
O -1.486 -1.225 1.403
N -2.715 -1.823 -0.414
N -2.986 -2.926 1.568
H -2.245 -1.201 -1.043
H -3.342 -2.475 -0.852
H -3.787 -3.387 1.178
H -2.670 -3.092 2.505
O -0.703 0.717 3.632
H -1.302 1.416 3.913
H -1.018 -0.068 4.094
O 1.975 -1.706 2.631
H 1.394 -2.441 2.862
H 2.781 -2.127 2.312
O 1.940 2.335 2.453
H 1.443 3.019 2.917
H 2.854 2.641 2.478

No. 12
14
Properties=species:S:1:pos:R:3 method="wB97M-V/def2-TZVPD" charge=+1 spin_multiplicity=2 e_homo_ha="-0.53724 / -0.53532" max_force_ev_per_a=1.57 orbital_gap_ev="11.56 / 6.76" e_above_lowest_kj_mol=0.0
C -1.644 0.895 1.730
N -1.363 1.459 0.641
H -1.308 -0.129 1.873
H -2.249 1.320 2.526
H -1.724 2.405 0.518
N 0.388 0.154 -1.448
C 1.528 -0.395 -0.841
N 1.084 -1.557 -0.075
H -0.127 -0.491 -2.042
H -0.279 0.735 -0.904
H 2.252 -0.751 -1.577
H 2.085 0.289 -0.208
H 0.148 -1.469 0.320
H 1.209 -2.466 -0.513